{
  "formula": "C39H44Cl3INO4P2S2ScSi",
  "method": "wB97M-V/def2-TZVPD",
  "elements": ["Sc", "I", "C", "C", "C", "C", "C", "C", "C", "C", "C", "P", "C", "C", "C", "C", "C", "C", "C", "C", "C", "C", "C", "C", "C", "H", "H", "H", "H", "H", "H", "H", "H", "H", "H", "H", "H", "H", "H", "H", "H", "C", "C", "C", "O", "P", "S", "S", "O", "C", "C", "C", "H", "H", "H", "H", "H", "H", "H", "H", "H", "H", "H", "H", "H", "H", "O", "C", "O", "C", "C", "C", "C", "C", "C", "H", "H", "H", "H", "H", "Cl", "Si", "Cl", "Cl", "C", "C", "C", "C", "N", "H", "H", "H", "H", "H", "H", "H", "H", "H"],
  "coordinates": [[0.551, -0.877, 0.904], [-1.799, -2.359, 1.833], [-0.016, 0.175, 3.609], [0.273, -0.745, 4.592], [-0.478, -0.840, 5.778], [-1.525, 0.005, 5.992], [-1.940, 0.886, 4.962], [-3.053, 1.739, 5.165], [-3.518, 2.534, 4.161], [-2.945, 2.425, 2.879], [-1.868, 1.612, 2.635], [-1.476, 1.224, 0.874], [-3.138, 0.859, 0.191], [-3.341, 0.969, -1.184], [-4.541, 0.574, -1.754], [-5.556, 0.063, -0.958], [-5.359, -0.059, 0.411], [-4.157, 0.330, 0.982], [-1.146, 2.919, 0.235], [0.176, 3.352, 0.238], [0.515, 4.621, -0.198], [-0.472, 5.485, -0.651], [-1.793, 5.068, -0.655], [-2.128, 3.796, -0.212], [-1.257, 0.903, 3.718], [1.117, -1.402, 4.441], [-0.196, -1.568, 6.529], [-2.083, -0.010, 6.922], [-3.532, 1.740, 6.138], [-4.365, 3.191, 4.320], [-3.411, 2.951, 2.054], [-2.561, 1.359, -1.824], [-4.662, 0.665, -2.826], [-6.494, -0.249, -1.402], [-6.135, -0.478, 1.039], [-4.008, 0.202, 2.046], [0.947, 2.675, 0.572], [1.555, 4.923, -0.204], [-0.210, 6.472, -1.013], [-2.572, 5.722, -1.027], [-3.164, 3.486, -0.242], [-0.464, -2.407, -3.574], [-1.517, -1.740, -4.438], [-1.223, -1.879, -5.924], [-1.770, -0.353, -4.138], [-0.727, 0.805, -3.733], [-1.660, 2.507, -3.996], [0.050, 0.495, -1.931], [0.415, 0.563, -4.855], [1.779, 0.994, -4.679], [1.895, 2.498, -4.828], [2.598, 0.234, -5.700], [-0.439, -3.470, -3.829], [-0.679, -2.304, -2.512], [0.527, -1.990, -3.746], [-2.483, -2.211, -4.227], [-0.264, -1.422, -6.164], [-1.999, -1.387, -6.512], [-1.191, -2.937, -6.198], [2.092, 0.704, -3.676], [1.561, 2.812, -5.819], [2.937, 2.793, -4.685], [1.288, 3.009, -4.083], [2.306, 0.513, -6.716], [2.457, -0.840, -5.573], [3.657, 0.455, -5.560], [0.786, -2.699, -0.254], [1.430, -3.206, 0.702], [1.675, -2.508, 1.732], [1.911, -4.611, 0.615], [1.500, -5.413, -0.441], [1.954, -6.720, -0.529], [2.823, -7.217, 0.433], [3.239, -6.411, 1.484], [2.781, -5.105, 1.578], [0.833, -4.991, -1.181], [1.634, -7.348, -1.350], [3.184, -8.236, 0.358], [3.923, -6.799, 2.228], [3.090, -4.451, 2.381], [4.644, -1.608, 0.326], [3.001, -0.647, -0.719], [3.079, -1.826, -2.497], [4.000, 1.114, -1.411], [3.042, 1.440, 1.877], [2.122, 1.121, 3.052], [2.987, 0.308, 4.035], [1.706, 2.432, 3.741], [0.906, 0.418, 2.552], [3.754, 2.223, 2.155], [2.513, 1.767, 0.988], [3.633, 0.563, 1.610], [3.952, 0.810, 4.152], [3.174, -0.692, 3.639], [2.535, 0.228, 5.023], [2.589, 3.000, 4.046], [1.108, 2.233, 4.632], [1.110, 3.049, 3.066]],
  "total_charge": -2,
  "relative_energy_kj_mol": 13.1,
  "homo_lumo_gap_ha": 0.248,
  "e_lumo_ev": 4.161,
  "energy_ha": -6076.402919,
  "multiplicity": 1
}

=====

{
  "formula": "C39H44FN7NiO3",
  "method": "wB97M-V/def2-TZVPD",
  "elements": ["Ni", "C", "C", "C", "N", "C", "C", "C", "C", "C", "C", "C", "N", "C", "C", "C", "N", "C", "C", "C", "C", "C", "C", "C", "N", "C", "C", "H", "H", "H", "H", "H", "H", "H", "H", "H", "H", "H", "H", "H", "H", "H", "H", "H", "H", "H", "H", "H", "H", "H", "H", "H", "H", "F", "C", "C", "C", "C", "O", "C", "C", "N", "C", "C", "C", "C", "C", "C", "N", "C", "C", "N", "C", "C", "C", "O", "O", "H", "H", "H", "H", "H", "H", "H", "H", "H", "H", "H", "H", "H", "H", "H", "H", "H", "H"],
  "coordinates": [[0.957, -2.952, -0.456], [2.203, -0.054, -2.807], [3.323, -0.723, -1.998], [3.603, -2.188, -2.367], [2.896, -3.136, -1.511], [3.401, -4.330, -1.350], [4.518, -4.814, -2.102], [5.416, -5.819, -1.830], [5.475, -6.688, -0.741], [4.480, -6.865, 0.203], [3.224, -6.286, 0.294], [2.640, -5.218, -0.424], [1.386, -4.867, -0.295], [0.439, -5.636, 0.482], [0.509, -5.403, 2.010], [1.220, -4.107, 2.408], [0.642, -2.973, 1.713], [0.359, -1.891, 2.351], [0.778, -1.650, 3.722], [0.041, -1.149, 4.747], [-1.274, -0.643, 4.692], [-1.918, -0.232, 3.554], [-1.458, -0.172, 2.227], [-0.387, -0.826, 1.623], [0.022, -0.615, 0.355], [-0.349, -0.009, -2.207], [0.848, -0.788, -2.775], [2.530, 0.023, -3.849], [2.084, 0.972, -2.443], [3.071, -0.695, -0.941], [4.238, -0.141, -2.145], [4.682, -2.356, -2.281], [3.332, -2.364, -3.419], [4.696, -4.281, -3.028], [6.217, -5.929, -2.555], [6.351, -7.320, -0.659], [4.690, -7.612, 0.963], [2.595, -6.690, 1.077], [0.551, -6.707, 0.272], [-0.549, -5.329, 0.138], [1.014, -6.230, 2.515], [-0.511, -5.363, 2.397], [2.282, -4.174, 2.144], [1.147, -4.006, 3.494], [1.769, -2.021, 3.958], [0.500, -1.171, 5.731], [-1.789, -0.504, 5.636], [-2.898, 0.211, 3.704], [-2.068, 0.446, 1.595], [-0.228, 1.036, -2.503], [-1.223, -0.378, -2.741], [0.570, -1.056, -3.797], [0.958, -1.720, -2.258], [1.364, 4.155, 0.526], [0.173, 3.549, 0.249], [0.211, 2.188, 0.018], [-0.932, 1.496, -0.317], [-0.820, 0.025, -0.682], [1.269, -1.015, 0.005], [-2.173, -0.646, -0.685], [-3.284, 0.071, -0.748], [-3.312, 1.479, -0.673], [-4.544, 2.166, -0.889], [-4.669, 3.085, -2.076], [-5.379, 1.765, -2.064], [-2.161, 2.174, -0.369], [-2.180, 3.539, -0.080], [-1.018, 4.260, 0.196], [-1.148, 5.672, 0.455], [-1.938, 6.431, -0.510], [-2.646, 7.560, 0.260], [-1.829, 7.827, 1.484], [-0.386, 7.883, 1.100], [0.045, 6.434, 0.820], [-2.208, -2.190, -0.753], [-3.317, -2.708, -0.646], [-1.094, -2.763, -0.956], [1.159, 1.664, 0.079], [-4.248, -0.412, -0.814], [-5.074, 2.469, 0.012], [-3.810, 3.191, -2.726], [-5.259, 3.987, -1.961], [-4.985, 0.980, -2.694], [-6.454, 1.747, -1.954], [-3.138, 4.039, -0.040], [-2.676, 5.790, -0.974], [-1.307, 6.840, -1.312], [-3.644, 7.266, 0.578], [-2.709, 8.476, -0.324], [-1.930, 6.995, 2.076], [-2.143, 8.655, 1.982], [0.202, 8.325, 1.901], [-0.304, 8.515, 0.218], [0.474, 5.998, 1.719], [0.817, 6.430, 0.045]],
  "relative_energy_kj_mol": 328.9,
  "homo_lumo_gap_ha": [0.146, 0.146],
  "e_lumo_ev": [-1.589, -1.589],
  "energy_ha": -3729.477007,
  "multiplicity": 3
}